The following is a DFT calculation (wB97M-V/def2-TZVPD) of the molecule C8H12N2O2 in a non-equilibrium geometry.

The value obtained for the total energy is -571.85696 hartree. The calculation puts the HOMO energy at -8.22 eV. The value obtained for the relative energy (zero: lowest compared OMol25 entry of this formula, charge and spin) is 5.889 eV. The SMILES is C\C=C(C)/C=C\C(=C\N)[N+](=O)[O-]. The value obtained for the gap between HOMO and LUMO is 8.5 eV.

Positions of all 24 atoms, in Å:
C  -0.268  1.640  0.658
C  0.882  1.167  1.151
C  -0.913  0.886  -0.422
C  1.435  -0.065  0.593
C  -1.433  -0.333  -0.202
C  0.623  -1.183  0.427
C  -0.656  1.411  -1.801
C  -2.153  -0.704  1.066
N  0.931  -2.200  -0.386
N  2.691  0.046  0.008
O  3.327  1.076  0.185
O  3.149  -0.907  -0.637
H  -0.647  2.611  0.937
H  1.488  1.740  1.834
H  -1.742  -0.917  -1.063
H  -0.078  -1.392  1.211
H  -1.196  2.348  -1.938
H  -0.988  0.705  -2.556
H  0.404  1.620  -1.944
H  -1.745  -0.182  1.929
H  -2.151  -1.778  1.244
H  -3.196  -0.401  0.958
H  1.788  -2.113  -0.926
H  0.446  -3.076  -0.327